Density functional theory data (ωB97M-V/def2-TZVPD) for a molecular structure, C41H105AsF6N9O14.

XYZ file:
```
176
Properties=species:S:1:pos:R:3:forces:R:3
As 1.8962 1.6377 -1.1396 -0.29 0.38 0.06
F 3.5569 2.0111 -1.7717 -2.00 -0.42 0.48
F 1.7295 0.2558 -2.2887 0.47 1.10 1.25
F 0.3019 1.2335 -0.4435 1.07 0.38 -0.54
F 2.0443 3.0694 -0.0322 -0.28 -1.39 -1.36
F 1.0184 2.6336 -2.4132 1.41 -0.85 1.57
F 2.6085 0.6182 0.1663 -0.41 0.75 -1.47
C -0.3828 11.3267 0.2273 0.53 -0.14 -0.40
C 0.7209 10.2449 0.1465 0.40 -0.23 0.51
C 2.1605 10.7949 0.3035 -0.73 0.57 -0.47
O 3.1136 9.7860 0.1884 1.10 -0.79 -1.19
C 3.1026 9.0360 -1.0584 -0.67 -0.74 1.22
N 0.5023 9.1955 1.1480 -0.73 0.38 0.39
H -0.2607 11.9879 1.0852 0.15 -0.02 0.12
H -1.4037 10.9460 0.2593 0.22 -0.46 0.10
H -0.3402 11.9379 -0.6742 0.14 0.20 0.01
H 0.7078 9.7672 -0.8331 -0.41 0.11 -0.05
H 2.3238 11.2638 1.2739 -0.20 -0.22 0.31
H 2.3721 11.5952 -0.4056 -0.11 0.17 -0.51
H 3.8821 8.2750 -1.0208 0.23 0.38 0.26
H 3.1743 9.5522 -2.0157 0.10 0.76 0.30
H 2.1778 8.4590 -1.0619 -0.08 -0.09 -0.33
H 0.6569 9.6291 2.0470 -0.21 0.04 0.37
H 1.1465 8.4176 1.1552 0.27 0.06 -0.64
C 7.1443 -12.8182 2.8912 0.18 -1.28 -0.55
O 6.6700 -11.5592 2.6632 -0.91 1.82 1.77
C 6.4826 -11.1602 1.3631 -0.92 1.78 -1.70
C 5.7452 -9.7517 1.2943 1.11 -1.04 0.11
N 6.6445 -8.7504 1.8173 -0.30 1.00 -0.49
C 6.0110 -7.3927 1.9551 1.39 -1.46 0.83
C 7.1065 -6.4587 2.4064 -0.67 -0.13 0.08
O 7.4960 -6.9553 3.6676 0.26 -0.71 0.23
C 8.4240 -6.1357 4.2750 1.16 1.17 0.34
H 7.3383 -13.0478 3.9389 0.32 0.78 0.09
H 8.0339 -12.9329 2.2719 0.31 -0.67 0.14
H 6.3856 -13.5625 2.6496 -0.07 -0.33 -0.59
H 5.9215 -11.8712 0.7566 -0.28 -0.38 0.13
H 7.4242 -10.9894 0.8413 0.45 -0.15 0.03
H 4.7678 -9.8051 1.7739 -0.20 -0.09 0.40
H 5.5681 -9.4314 0.2676 -0.10 -0.61 -0.32
H 7.0117 -9.0342 2.7144 -0.08 0.13 0.18
H 5.3573 -7.4963 2.8212 -0.88 0.56 -0.35
H 5.5597 -7.0290 1.0320 -0.20 -0.35 0.09
H 6.7243 -5.4458 2.5337 -0.04 0.27 -0.14
H 7.9223 -6.4655 1.6835 0.28 0.03 0.05
H 9.2487 -5.8770 3.6108 0.03 0.14 -0.49
H 8.9643 -6.5325 5.1345 -0.67 -0.76 0.13
H 7.9717 -5.2001 4.6038 -0.15 0.25 0.03
C -8.5540 -0.2783 -7.8333 0.03 0.32 1.31
O -7.2656 -0.1063 -7.2225 -0.47 -0.52 -0.59
C -6.9848 0.9666 -6.3061 0.07 -0.46 -1.35
C -6.2970 0.4733 -5.0514 -0.45 0.27 -0.69
N -7.2585 0.0306 -4.0623 -0.48 1.01 -0.92
C -6.6416 -0.5160 -2.9274 -0.45 -0.92 2.43
C -7.7229 -0.9984 -1.8807 0.80 1.11 -0.96
O -8.5279 -2.0383 -2.3548 1.69 -2.79 -0.81
C -7.6985 -3.3090 -2.5063 -1.36 1.08 0.87
H -9.0005 0.5628 -8.3637 0.67 0.52 -0.26
H -9.2779 -0.4575 -7.0383 -0.22 -0.45 0.08
H -8.5195 -1.1251 -8.5187 0.25 0.02 0.22
H -7.8722 1.5623 -6.0925 -0.12 -0.09 0.22
H -6.2830 1.5882 -6.8621 0.05 0.34 0.13
H -5.6909 1.3379 -4.7807 -0.11 -0.03 0.93
H -5.5920 -0.3279 -5.2734 0.26 -0.13 -0.42
H -7.8086 -0.7031 -4.4857 -0.32 -0.04 -0.17
H -6.0140 0.2121 -2.4135 0.03 0.20 -0.07
H -5.9929 -1.3499 -3.1956 0.36 -0.33 0.15
H -8.4143 -0.1731 -1.7106 0.08 0.15 0.01
H -7.2457 -1.2344 -0.9296 0.17 -0.26 0.12
H -7.1955 -3.5070 -1.5598 -0.05 0.12 0.19
H -6.9163 -3.3303 -3.2652 -0.32 0.60 -0.31
H -8.3966 -4.1277 -2.6813 -0.09 0.28 -0.11
C 8.2413 3.2440 5.8012 -0.59 0.13 0.25
O 8.3466 3.1894 7.2127 -0.62 -0.49 0.93
C 7.0710 2.9227 7.9181 1.65 0.43 0.23
C 7.3111 3.0674 9.4405 -0.21 0.42 -1.17
N 8.1920 2.0650 10.0037 0.69 -0.01 0.68
C 8.6970 2.4185 11.3528 -0.38 -0.30 -1.04
C 7.5762 2.6118 12.3592 0.69 0.63 -0.14
O 7.2477 4.0047 12.2950 -0.01 0.94 0.61
C 6.7191 4.5731 13.4907 -0.07 -1.29 0.58
H 7.3831 3.8774 5.5767 -0.17 -0.08 -0.49
H 8.1419 2.2610 5.3409 -0.33 -0.20 0.09
H 9.1140 3.6914 5.3255 0.21 0.16 0.57
H 6.6782 1.9321 7.6888 0.10 -0.08 -0.25
H 6.3640 3.7012 7.6311 -0.19 -0.06 -0.17
H 6.3348 3.0390 9.9243 -0.10 -0.31 0.04
H 7.6376 4.0944 9.6036 0.41 0.23 0.08
H 9.0786 2.0663 9.5199 -0.25 -0.17 -1.06
H 9.3074 3.3193 11.2892 -0.27 0.59 0.26
H 9.4517 1.6680 11.5880 -0.47 -0.46 0.48
H 7.9759 2.2851 13.3192 -0.30 0.36 0.47
H 6.6850 2.0329 12.1169 0.05 -0.26 -0.04
H 6.5003 5.6407 13.5135 0.13 -0.05 -1.08
H 7.3951 4.4339 14.3343 0.38 -0.21 0.07
H 5.8114 4.0321 13.7578 -0.34 0.10 0.09
C -0.8949 1.8732 -9.8100 -0.07 0.35 1.49
O 0.5316 1.9095 -9.8847 -1.84 0.29 -0.92
C 1.1668 2.7905 -8.9757 1.83 -0.36 -0.36
C 1.8964 3.9616 -9.6702 0.22 -1.53 -0.07
N 1.0339 5.0764 -9.9150 0.23 1.52 0.08
C 0.8463 5.9155 -8.7320 -2.12 1.53 -0.65
C -0.1061 7.1485 -9.0423 -0.92 -0.81 -0.20
O -1.5344 6.8146 -9.1517 0.73 0.11 -0.87
C -2.2753 6.7984 -7.9487 1.45 0.43 0.58
H -1.3509 2.8582 -9.7113 0.12 0.47 -0.81
H -1.2082 1.4780 -8.8437 0.17 -0.66 0.25
H -1.4056 1.2737 -10.5636 0.67 0.16 -0.32
H 1.9018 2.0921 -8.5757 0.28 0.50 0.76
H 0.5809 3.2483 -8.1787 -0.58 -0.61 0.04
H 2.3410 3.6185 -10.6043 -0.28 -0.23 -0.25
H 2.7877 4.2035 -9.0911 -0.24 0.50 0.39
H 0.1225 4.7262 -10.1732 -0.14 0.05 -0.28
H 1.7413 6.4306 -8.3832 0.37 -0.76 0.06
H 0.3224 5.3209 -7.9835 0.43 0.23 0.82
H 0.1804 7.5871 -9.9981 -0.14 -0.39 -0.28
H -0.0114 7.9982 -8.3662 0.18 -0.31 0.68
H -2.2945 7.7763 -7.4676 -0.04 0.48 -0.15
H -1.6989 6.1947 -7.2477 -0.63 -0.57 0.37
H -3.3164 6.5053 -8.0838 0.35 -0.41 -0.32
C -3.9993 1.7671 6.9059 0.41 -0.07 -0.65
O -5.0349 2.2428 7.7409 0.00 0.60 -0.57
C -5.8014 3.2328 7.0125 0.52 -0.44 0.60
C -6.7248 4.0054 7.9105 0.92 0.18 -0.57
N -5.9978 4.8637 8.8716 -0.64 0.01 -2.45
C -6.9498 5.4068 9.8275 1.28 -1.04 0.43
C -8.2410 5.9987 9.3327 -0.39 0.48 0.60
O -9.2036 5.0741 9.0103 -1.24 -2.48 -1.21
C -10.5261 5.5068 8.7556 0.26 0.45 0.66
H -3.1996 2.4863 6.7288 0.21 0.37 0.62
H -4.3104 1.5962 5.8754 -0.67 -0.34 -0.09
H -3.5581 0.8352 7.2598 -0.25 0.14 0.38
H -6.3834 2.6934 6.2652 -0.07 0.11 -0.26
H -5.1445 3.9612 6.5371 0.34 -0.14 -0.21
H -7.4654 3.3002 8.2876 -0.15 0.16 0.68
H -7.2190 4.6819 7.2132 -0.44 -0.03 0.09
H -5.2450 4.3342 9.2876 -0.19 0.01 0.39
H -6.4652 6.2338 10.3465 0.10 -0.20 0.40
H -7.0511 4.5022 10.4271 -1.26 0.65 1.25
H -8.0579 6.6718 8.4951 0.09 0.43 -0.02
H -8.6827 6.4938 10.1974 0.40 1.00 0.13
H -11.2006 4.6738 8.5574 0.57 -0.29 -0.29
H -10.5941 6.2383 7.9504 0.12 0.02 -0.22
H -10.9547 5.9570 9.6510 0.06 0.40 0.28
C -3.6840 -6.7848 -7.6333 -0.01 -0.45 1.65
O -3.2293 -8.1246 -7.6587 0.51 -1.18 0.11
C -3.1946 -8.8474 -6.3940 -0.57 -0.88 -0.52
C -2.5063 -10.2281 -6.6455 0.15 2.07 -1.62
N -1.1355 -10.0435 -7.1539 1.56 -0.89 2.02
C -0.1984 -9.8924 -5.9697 -0.07 0.85 -1.38
C 1.0803 -9.0676 -6.3401 -0.58 1.02 0.73
O 0.9348 -7.6109 -6.1627 -0.35 -1.55 -0.11
C 0.3548 -6.8656 -7.2287 1.49 0.15 0.30
H -4.7709 -6.7077 -7.6623 -0.20 -0.17 -0.03
H -3.2875 -6.1559 -8.4304 0.36 -0.44 -0.01
H -3.3489 -6.4706 -6.6449 -0.12 1.13 -0.08
H -4.1980 -9.0790 -6.0366 -0.48 0.16 -0.25
H -2.7569 -8.3232 -5.5444 0.57 0.59 -0.35
H -3.0756 -10.6969 -7.4481 -0.17 -0.24 0.16
H -2.5106 -10.8635 -5.7598 0.04 0.13 -0.03
H -0.9645 -9.2085 -7.6958 -0.91 0.02 -0.23
H 0.0705 -10.8462 -5.5157 0.12 -0.28 -0.45
H -0.7586 -9.3793 -5.1879 0.34 0.45 0.30
H 1.4881 -9.2404 -7.3360 -0.44 -0.29 -0.31
H 1.8912 -9.3344 -5.6623 -0.13 0.06 0.19
H 0.9774 -6.9073 -8.1225 -0.02 -0.67 -0.44
H 0.5742 -5.8418 -6.9258 -0.99 0.21 0.14
H -0.6789 -7.1102 -7.4730 -0.11 0.22 0.25
C -1.1802 -5.4755 -0.4564 0.52 -2.89 1.93
O -1.4157 -6.6367 -0.1278 -0.80 -0.01 -0.41
N -0.6724 -5.0937 -1.5742 1.60 -0.06 -5.39
N -1.1829 -4.4570 0.3576 -1.02 2.62 3.53
H -0.4100 -5.8176 -2.2278 -0.03 0.37 -0.05
H -0.4163 -4.1342 -1.7585 -0.14 -0.40 -0.16
H -0.5021 -3.7340 0.1737 -0.40 0.06 0.60
H -1.4628 -4.6730 1.3037 0.28 0.38 -0.08
```
Forces are in eV/Å.

Results
frontier orbital gap = 8.922 eV
M = 1137.25 u
charge = -1
energy = -6006.016537 Ha
maximum force = 0.10931 Eh/bohr